No. 1
{"formula": "C36H45N9", "method": "ωB97M-V/def2-TZVPD", "orbital_gap_ev": 7.86, "homo_ev": -7.38, "total_charge": 0, "smiles": "c1cc[nH]c1.c1cc[nH]c1.c1cc[nH]c1.c1cc[nH]c1.c1cc[nH]c1.c1cc[nH]c1.c1cc[nH]c1.c1cc[nH]c1.c1cc[nH]c1", "elements": ["C", "C", "C", "N", "C", "H", "H", "H", "H", "H", "C", "C", "C", "N", "C", "H", "H", "H", "H", "H", "C", "C", "C", "N", "C", "H", "H", "H", "H", "H", "C", "C", "C", "N", "C", "H", "H", "H", "H", "H", "C", "C", "C", "N", "C", "H", "H", "H", "H", "H", "C", "C", "C", "N", "C", "H", "H", "H", "H", "H", "C", "C", "C", "N", "C", "H", "H", "H", "H", "H", "C", "C", "C", "N", "C", "H", "H", "H", "H", "H", "C", "C", "C", "N", "C", "H", "H", "H", "H", "H"], "xyz": [[-2.0512, 0.0571, 3.1536], [-0.8885, -0.4950, 3.7325], [-1.3023, -1.4523, 4.6247], [-2.6783, -1.3309, 4.7237], [-3.1686, -0.3948, 3.8335], [-2.1165, 0.8305, 2.4026], [0.0890, -0.2112, 3.3716], [-0.7753, -2.2516, 5.1246], [-3.2412, -1.8831, 5.3548], [-4.2029, -0.0872, 3.8782], [3.7018, 4.9596, -1.4942], [3.0212, 3.7636, -1.5511], [1.6583, 4.0368, -1.5144], [1.5741, 5.4246, -1.4510], [2.8255, 5.9188, -1.2281], [4.7611, 5.1394, -1.3852], [3.4980, 2.7951, -1.5185], [0.8322, 3.3412, -1.5190], [0.7411, 5.9902, -1.3712], [2.8640, 6.9365, -0.8687], [3.4786, 0.8876, 1.7657], [3.1529, 0.0748, 2.8246], [2.4561, 0.9504, 3.6914], [2.1870, 2.1188, 3.0394], [2.9007, 2.1275, 1.8921], [3.9474, 0.5043, 0.8715], [3.4211, -0.9485, 3.0420], [1.9978, 0.7701, 4.6526], [1.6925, 2.9289, 3.3847], [2.9052, 3.0029, 1.2596], [-1.8172, 4.3206, 1.2540], [-2.9574, 4.0294, 2.0770], [-4.0453, 4.5824, 1.4089], [-3.5775, 5.2145, 0.3122], [-2.2833, 5.0328, 0.1783], [-0.8598, 3.9289, 1.5644], [-2.8666, 3.5302, 3.0304], [-5.0880, 4.5915, 1.6904], [-4.0963, 5.7904, -0.3354], [-1.7992, 5.4235, -0.7046], [0.5259, 1.8020, -4.9340], [1.8465, 1.7457, -4.5110], [1.7793, 1.0443, -3.2917], [0.4687, 0.6239, -3.0153], [-0.2844, 1.1059, -4.0191], [0.1361, 2.2456, -5.8382], [2.6862, 2.2143, -5.0027], [2.5695, 0.6867, -2.6481], [0.1697, 0.1705, -2.1637], [-1.3470, 0.9149, -4.0479], [3.4085, -2.8666, 0.1209], [3.4609, -1.9535, -0.9453], [2.4672, -2.2389, -1.8064], [1.7522, -3.3254, -1.3130], [2.4810, -3.7767, -0.2426], [4.1321, -2.8733, 0.9226], [4.1630, -1.1606, -1.1567], [2.1118, -1.7645, -2.7092], [1.0498, -3.8087, -1.8545], [2.2112, -4.6783, 0.2872], [-0.8356, -3.8661, -4.0266], [-0.0262, -4.8891, -3.5007], [-0.4794, -5.1235, -2.2018], [-1.5538, -4.2459, -1.9172], [-1.7087, -3.4371, -3.0592], [-0.8549, -3.3937, -4.9977], [0.7377, -5.4073, -4.0613], [-0.0567, -5.8208, -1.4937], [-1.9877, -4.1673, -1.0085], [-2.4454, -2.6585, -2.9270], [-2.2146, -5.3028, 1.1427], [-3.5096, -4.7195, 1.2307], [-3.3909, -3.5307, 1.8857], [-2.1001, -3.2133, 2.0617], [-1.3089, -4.2877, 1.5931], [-1.8395, -6.2457, 0.7732], [-4.4592, -5.1591, 0.9635], [-4.1181, -2.7652, 2.1127], [-1.7587, -2.3574, 2.4752], [-0.2319, -4.2482, 1.6632], [-1.5760, -0.1534, -0.7728], [-0.5821, -1.1272, -0.3268], [0.4171, -0.4237, 0.2449], [0.0541, 0.9396, 0.1820], [-1.1527, 1.1386, -0.3470], [-2.5159, -0.4255, -1.2300], [-0.5752, -2.2054, -0.3888], [1.3374, -0.7452, 0.7096], [0.6524, 1.6611, 0.5583], [-1.5949, 2.1237, -0.3665]], "forces_ev_per_a": [[-1.3, 1.3, 0.3], [0.0, -0.4, -1.1], [-0.7, 0.4, 0.3], [0.0, -0.5, 0.2], [1.3, -0.7, 0.5], [0.3, 0.0, -0.1], [0.1, -0.5, 0.2], [0.0, 0.3, 0.2], [0.1, 0.1, -0.2], [0.1, -0.1, -0.3], [2.8, 0.4, 1.4], [-1.4, -1.7, -0.2], [1.1, 0.3, -0.4], [-0.8, -1.0, 1.2], [-2.1, 2.5, -0.8], [0.1, -0.4, -0.1], [-0.3, 0.0, -0.3], [-0.1, 0.3, -0.3], [0.1, -0.4, 0.1], [0.6, 0.1, -0.5], [0.5, 0.0, -2.7], [-1.0, 1.5, 2.8], [-0.9, -1.6, 0.1], [0.8, 0.1, 0.7], [-0.1, 0.1, -1.0], [0.3, 0.3, 0.0], [0.0, 0.2, -0.1], [0.1, -0.1, 0.0], [0.2, -0.3, 0.3], [0.1, -0.2, -0.1], [-0.6, -0.7, 1.0], [0.1, 0.7, -1.2], [-0.1, -0.5, 1.9], [-2.2, 0.5, -0.7], [3.0, -0.1, -0.5], [0.3, 0.4, -0.6], [-0.5, -0.1, -0.1], [0.1, 0.1, -0.1], [-0.2, -0.4, 0.3], [0.2, 0.0, 0.2], [-2.1, -0.6, 0.0], [-0.3, -0.9, 2.0], [0.3, -0.6, -0.1], [2.6, 1.3, -1.1], [-0.5, 0.7, -1.1], [0.1, 0.0, 0.0], [0.1, -0.2, 0.3], [0.0, 0.2, 0.0], [-0.1, -0.1, -0.2], [0.0, 0.1, 0.0], [1.5, 0.1, -0.3], [0.6, 1.5, -0.6], [-1.9, -0.6, -0.6], [2.1, 0.7, -0.4], [-2.0, -1.1, 1.3], [-0.2, -0.4, 0.1], [0.1, 0.1, 0.4], [0.2, 0.1, 0.0], [0.1, -0.2, 0.2], [-0.2, 0.0, -0.1], [-0.9, 1.4, -0.1], [-0.9, -0.3, 0.8], [-0.7, 0.5, -0.5], [2.4, -0.7, -2.1], [-0.4, -1.1, 2.2], [0.4, -0.2, -0.1], [0.0, -0.1, 0.3], [-0.4, 0.0, 0.2], [-0.1, 0.1, -0.1], [0.1, 0.1, -0.7], [2.0, 2.4, 0.4], [-0.3, -1.2, 0.5], [-0.7, 1.3, -0.5], [1.7, -2.0, -0.6], [-2.2, -0.2, 0.4], [-0.5, 0.0, -0.1], [0.1, -0.1, 0.0], [-0.2, -0.3, 0.0], [0.1, 0.0, -0.1], [-0.1, -0.1, 0.0], [0.2, 0.3, 1.1], [-1.2, 0.9, -0.6], [0.1, 1.8, 0.2], [2.1, -0.8, 1.5], [-1.1, -2.5, -1.2], [0.0, 0.3, 0.0], [-0.3, 0.2, -0.3], [0.0, 0.2, -0.1], [0.0, -0.1, 0.0], [-0.1, -0.2, -0.2]]}


No. 2
{"formula": "C36H34AuN4O4Te", "method": "ωB97M-V/def2-TZVPD", "orbital_gap_ev": [7.25, 7.53], "homo_ev": [-7.63, -7.96], "total_charge": 0, "spin_multiplicity": 2, "s_squared": 0.755, "elements": ["Au", "C", "C", "O", "C", "C", "C", "C", "C", "C", "O", "H", "H", "H", "H", "H", "H", "H", "O", "N", "C", "C", "N", "C", "N", "C", "C", "C", "C", "C", "C", "Te", "N", "C", "O", "C", "C", "C", "C", "C", "C", "C", "C", "C", "C", "C", "C", "C", "C", "C", "C", "C", "C", "H", "H", "H", "H", "H", "H", "H", "H", "H", "H", "H", "H", "H", "H", "H", "H", "H", "H", "H", "H", "H", "H", "H", "H", "H", "H", "H"], "xyz": [[-1.5698, -0.1067, -2.8592], [-0.5685, -4.1502, -4.4955], [-0.6315, -2.6438, -4.3780], [-1.3532, -2.2253, -3.4560], [0.1214, -1.8196, -5.2988], [1.0541, -2.4623, -6.1532], [1.7977, -1.7850, -7.0762], [1.6163, -0.3948, -7.1980], [0.7255, 0.2663, -6.4035], [-0.0504, -0.4058, -5.4168], [-0.8708, 0.3362, -4.7462], [-1.3121, -4.5725, -3.8255], [0.4186, -4.5120, -4.2021], [-0.7572, -4.4805, -5.5157], [1.1920, -3.5308, -6.0645], [2.5075, -2.3068, -7.7026], [2.1913, 0.1607, -7.9290], [0.5762, 1.3348, -6.4833], [-1.7224, 1.9043, -2.0559], [-0.9855, 2.7969, -2.6097], [-0.8204, 3.8758, -1.8906], [-1.3536, 4.0023, -0.5641], [-1.7777, 4.1107, 0.4998], [-0.0013, 4.9218, -2.4163], [0.6614, 5.7822, -2.7960], [-1.2186, -5.0620, 4.3332], [-0.5472, -3.9292, 3.6096], [-0.3667, -3.9571, 2.2348], [0.2094, -2.9054, 1.5304], [0.4243, -3.1124, 0.0471], [0.5954, -1.7672, 2.2652], [1.2940, -0.2359, 0.9031], [-0.2239, -0.1411, -0.3270], [-1.4906, -0.3126, 0.0041], [-2.3470, -0.5237, -0.9084], [-2.0570, -0.2441, 1.3850], [-1.9432, 0.9305, 2.1161], [-2.5093, 1.0083, 3.3831], [-3.1690, -0.0863, 3.9208], [-3.2973, -1.2534, 3.1765], [-2.7621, -1.3256, 1.9020], [1.4975, 1.9080, 1.1856], [1.9556, 2.4257, -0.0386], [2.2958, 1.6420, -1.2885], [2.0555, 3.8122, -0.1642], [1.6975, 4.6803, 0.8488], [1.7462, 6.1689, 0.6630], [1.2647, 4.1273, 2.0458], [1.1706, 2.7591, 2.2498], [0.7412, 2.3033, 3.6106], [0.5591, -1.7693, 3.6566], [1.2199, -0.7258, 4.5055], [-0.0436, -2.8426, 4.3033], [-1.5653, -5.8255, 3.6386], [-2.0788, -4.7014, 4.8994], [-0.5354, -5.5323, 5.0421], [-0.6820, -4.8324, 1.6782], [0.1682, -4.1385, -0.2090], [1.4735, -2.9632, -0.2230], [-0.1774, -2.4541, -0.5774], [-1.4583, 1.7956, 1.6767], [-2.4477, 1.9347, 3.9407], [-3.6051, -0.0240, 4.9098], [-3.8299, -2.1024, 3.5864], [-2.8800, -2.2190, 1.3027], [2.8602, 0.7263, -1.1113], [2.9033, 2.2659, -1.9408], [1.3850, 1.3712, -1.8285], [2.3985, 4.2145, -1.1100], [2.0617, 6.4329, -0.3443], [2.4313, 6.6268, 1.3785], [0.7572, 6.5995, 0.8302], [0.9762, 4.7856, 2.8573], [0.3242, 3.1423, 4.1655], [1.5895, 1.9308, 4.1821], [-0.0123, 1.5225, 3.5583], [1.9317, -0.1398, 3.9272], [1.7728, -1.2085, 5.3115], [0.4938, -0.0496, 4.9554], [-0.0940, -2.8264, 5.3873]], "forces_ev_per_a": [[0.1, 0.0, 0.1], [0.0, 0.0, 0.0], [0.0, 0.0, 0.0], [0.0, 0.1, 0.0], [0.0, 0.0, 0.0], [0.0, 0.0, 0.0], [0.0, 0.0, 0.0], [0.0, 0.0, 0.0], [0.0, 0.0, 0.0], [0.0, 0.0, 0.0], [0.0, 0.0, 0.0], [0.0, 0.0, 0.0], [0.0, 0.0, 0.0], [0.0, 0.0, 0.0], [0.0, 0.0, 0.0], [0.0, 0.0, 0.0], [0.0, 0.0, 0.0], [0.0, 0.0, 0.0], [0.0, 0.0, 0.0], [0.0, 0.0, 0.0], [0.1, 0.0, 0.0], [-0.1, 0.1, 0.0], [0.1, 0.0, 0.0], [-0.1, 0.0, 0.0], [0.0, 0.0, 0.0], [0.0, 0.0, 0.0], [0.0, 0.0, 0.0], [0.0, 0.0, 0.0], [0.0, 0.0, 0.0], [0.0, 0.0, 0.0], [0.0, 0.1, -0.1], [0.0, 0.0, 0.0], [-0.1, 0.0, 0.0], [0.0, 0.2, -0.1], [0.0, 0.0, 0.0], [0.0, 0.0, 0.0], [0.0, 0.0, 0.0], [-0.1, 0.0, 0.0], [0.0, 0.0, 0.0], [0.0, 0.0, 0.0], [0.0, 0.0, 0.0], [-0.1, -0.1, 0.0], [0.1, 0.1, 0.0], [0.0, 0.0, 0.0], [0.0, 0.0, 0.0], [0.0, 0.0, 0.0], [0.0, 0.0, 0.0], [0.1, 0.0, 0.0], [0.0, 0.0, 0.0], [0.0, 0.0, 0.0], [0.0, 0.0, 0.0], [0.0, 0.0, 0.0], [0.0, 0.0, 0.0], [0.0, 0.0, 0.0], [0.0, 0.0, 0.0], [0.0, 0.0, 0.0], [0.0, 0.0, 0.0], [0.0, 0.0, 0.0], [0.0, 0.0, 0.0], [0.0, 0.0, 0.0], [0.0, 0.0, 0.0], [0.0, 0.0, 0.0], [0.0, 0.0, 0.0], [0.0, 0.0, 0.0], [0.0, 0.0, 0.0], [0.0, 0.0, 0.0], [0.0, 0.0, 0.0], [0.0, 0.0, 0.0], [0.0, 0.0, 0.0], [0.0, 0.0, 0.0], [0.0, 0.0, 0.0], [0.0, 0.0, 0.0], [0.0, 0.0, 0.0], [-0.1, 0.0, 0.0], [0.0, 0.0, 0.0], [0.1, 0.0, 0.0], [0.0, 0.1, 0.0], [0.0, 0.0, 0.0], [0.0, 0.0, 0.0], [0.0, 0.0, 0.0]]}


No. 3
{"formula": "C37H43Co2O6Zr", "method": "ωB97M-V/def2-TZVPD", "orbital_gap_ev": 5.77, "homo_ev": -3.61, "total_charge": -1, "elements": ["C", "C", "C", "C", "C", "C", "C", "C", "C", "C", "Zr", "C", "C", "C", "C", "C", "C", "C", "C", "C", "C", "C", "C", "H", "H", "H", "H", "H", "H", "H", "H", "H", "H", "H", "H", "H", "H", "H", "H", "H", "H", "H", "H", "H", "H", "H", "H", "H", "H", "H", "H", "H", "H", "H", "H", "H", "H", "H", "H", "O", "C", "Co", "C", "O", "C", "O", "C", "C", "C", "C", "C", "C", "C", "C", "C", "Co", "C", "O", "C", "O", "C", "O", "H", "H", "H", "H", "H", "H", "H"], "xyz": [[-2.0750, -4.0419, -1.7143], [-2.2863, -3.5979, -0.3005], [-3.5371, -3.1666, 0.2876], [-4.7947, -2.8771, -0.4346], [-3.4266, -3.2826, 1.6816], [-4.5218, -3.0280, 2.6470], [-2.1782, -3.8576, 1.9975], [-1.8303, -4.4018, 3.3243], [-1.3970, -3.9597, 0.8016], [-0.1764, -4.8097, 0.6681], [-0.7384, -1.7402, -0.3117], [1.0197, -1.5428, -1.8853], [-2.1779, -0.5452, -1.4609], [0.1365, -0.1437, 1.1363], [0.5426, 0.7978, 0.0886], [-1.0595, -0.0414, 1.9262], [-2.1550, 0.9441, 1.7386], [-0.8599, -0.8678, 3.0669], [-1.8114, -0.9472, 4.2025], [0.3507, -1.5801, 2.9199], [0.9668, -2.5494, 3.8537], [0.9699, -1.1814, 1.7094], [2.3361, -1.5384, 1.2462], [-3.0366, -4.1093, -2.2493], [-1.4365, -3.3435, -2.2950], [-1.5982, -5.0380, -1.7449], [-5.6424, -3.4194, 0.0127], [-5.0385, -1.8072, -0.3900], [-4.7375, -3.1719, -1.4877], [-5.0974, -3.9435, 2.8624], [-4.1406, -2.6993, 3.6174], [-5.2044, -2.2510, 2.2775], [-2.5744, -5.1389, 3.6765], [-0.8510, -4.8937, 3.3227], [-1.4135, -1.5565, 5.0265], [-0.4256, -5.8668, 0.8967], [0.2530, -4.7790, -0.3501], [0.6160, -4.5002, 1.3759], [1.5366, -0.5772, -1.9350], [1.7859, -2.2959, -1.6507], [0.6685, -1.7733, -2.9057], [-2.0245, 0.5469, -1.3924], [-2.1197, -0.8219, -2.5351], [-3.2213, -0.7492, -1.1584], [1.6158, 0.7282, -0.1501], [-0.0375, 0.6655, -0.8429], [0.2986, 1.8200, 0.4143], [-1.7597, 1.9512, 1.5372], [-2.8310, 0.6680, 0.9136], [-2.7722, 1.0178, 2.6485], [-2.0503, 0.0592, 4.5780], [-2.7636, -1.3775, 3.8605], [-1.8052, -3.6040, 4.0820], [2.0187, -2.3007, 4.0483], [0.4353, -2.5758, 4.8097], [0.9646, -3.5538, 3.4104], [3.0400, -1.4469, 2.0866], [2.3807, -2.5852, 0.8987], [2.7071, -0.8927, 0.4353], [-0.2262, 4.0017, -5.5077], [-0.3549, 4.0344, -4.3566], [-0.5239, 4.2080, -2.6504], [0.3385, 5.7285, -2.9420], [0.9312, 6.6774, -3.2469], [-2.2792, 4.0679, -2.6121], [-3.4286, 3.9297, -2.5798], [0.7552, 2.7276, -2.3725], [2.0883, 2.6492, -2.0576], [3.2919, 2.1075, -2.3422], [4.3960, 3.0663, -2.3821], [5.2222, 3.2593, -3.5185], [6.1010, 4.3334, -3.5890], [6.1983, 5.2638, -2.5483], [5.4075, 5.0843, -1.4060], [4.5924, 3.9571, -1.2881], [1.2495, 3.7895, -0.9553], [-0.3913, 4.4003, -0.3658], [-1.1575, 4.6802, 0.4716], [2.1261, 5.3199, -0.7471], [2.6209, 6.3344, -0.4849], [1.9357, 3.3285, 0.6286], [2.2709, 2.9749, 1.6827], [0.1691, 1.8523, -2.6961], [3.4088, 1.0734, -2.6580], [5.0985, 2.5800, -4.3605], [6.7151, 4.4648, -4.4705], [6.8708, 6.1192, -2.6092], [5.4307, 5.8321, -0.6057], [4.1071, 3.7283, -0.3234]], "forces_ev_per_a": [[0.1, -0.1, -0.3], [-0.5, 0.1, 1.1], [1.5, -0.7, -0.1], [-0.4, 0.4, -0.2], [0.6, -0.5, -0.5], [-0.5, 0.0, 0.5], [0.1, 0.6, -1.3], [0.3, 0.1, 0.8], [-1.3, -0.1, 0.1], [0.5, -0.4, 0.2], [0.4, 0.2, 0.9], [-0.6, -0.8, 0.3], [-0.8, 0.5, -0.3], [-0.1, -1.1, 0.9], [-0.2, 0.6, -0.5], [1.1, -0.6, 0.3], [-0.6, 0.4, 0.0], [0.3, -0.3, -0.8], [-0.4, 0.0, 0.2], [-0.3, 0.6, -0.6], [0.2, -0.3, 0.2], [-1.1, 1.0, -0.3], [0.6, -0.3, 0.1], [0.4, 0.1, 0.1], [0.0, -0.3, -0.2], [-0.1, 0.4, -0.1], [0.3, 0.1, -0.1], [-0.1, -0.1, -0.1], [0.0, 0.2, 0.1], [0.0, 0.2, -0.2], [-0.1, 0.0, -0.1], [0.1, -0.2, 0.1], [0.2, 0.2, -0.2], [-0.2, 0.1, 0.0], [-0.2, 0.2, -0.2], [0.3, 0.3, -0.2], [-0.1, 0.0, 0.4], [-0.2, -0.2, -0.3], [-0.3, -0.1, 0.1], [0.0, 0.0, 0.0], [0.0, 0.0, 0.2], [-0.1, -0.4, -0.1], [0.1, 0.1, 0.4], [0.3, 0.1, 0.0], [-0.5, 0.2, 0.0], [0.5, 0.2, 0.1], [0.0, -0.6, -0.2], [-0.1, -0.2, -0.1], [0.2, 0.2, 0.2], [0.2, 0.0, -0.3], [0.1, -0.3, 0.1], [0.2, 0.1, 0.3], [0.1, -0.2, -0.1], [-0.2, 0.0, 0.0], [0.1, -0.1, -0.1], [0.0, 0.0, 0.3], [0.0, -0.1, -0.2], [0.2, 0.3, 0.0], [-0.2, -0.3, 0.3], [-0.3, 0.2, 1.3], [0.4, -1.1, -1.8], [0.5, 1.2, -1.2], [0.8, 2.3, 0.1], [-0.8, -1.3, 0.3], [-1.2, -0.6, 1.2], [1.0, 0.3, -0.3], [-1.2, -3.0, -0.4], [0.7, 0.1, -1.9], [0.3, 0.0, 0.0], [1.1, 0.5, 1.2], [-0.6, -0.2, 0.5], [0.1, 0.1, 0.4], [-0.4, -0.1, 0.1], [0.2, -0.3, -0.1], [0.2, -0.1, -0.2], [-0.4, 2.6, 2.5], [-0.6, -0.3, 1.1], [0.5, -0.1, -1.3], [1.2, 2.8, 0.0], [-0.9, -1.8, -0.4], [-0.5, -1.7, 2.0], [-0.2, 1.0, -2.0], [0.1, 0.0, 0.9], [-0.1, 0.3, -1.1], [0.1, 0.1, 0.1], [0.0, 0.0, -0.1], [-0.2, -0.2, -0.1], [0.1, -0.4, -0.2], [0.3, 0.3, -0.8]]}


In order of appearance, energy relative to the best compared isomer or geometry (same formula, charge and spin) = 50.8 14.7 85.5 kcal per mole.